No. 1
C26H32Cl3IrN4O2Te | ωB97M-V/def2-TZVPD

Results
spin multiplicity = 1
lowest unoccupied orbital energy (spin up / spin down) = -0.9 / -0.9 eV

Last column: Löwdin charge in e.
CARTESIAN COORDINATES (ANGSTROEM)
Ir -0.07652 -0.43027 0.00562  0.956
C -1.91532 2.00020 -2.65131  -0.191
C -1.94464 2.75886 -1.31435  -0.184
C -0.76966 2.38654 -0.39373  -0.248
N -1.10215 1.32874 0.58137  -0.127
C -1.30205 1.74362 1.84385  -0.199
C -1.66670 3.11352 2.04408  -0.043
C -1.48904 3.97010 3.10994  -0.089
C -0.87254 3.75367 4.33221  -0.121
C -0.51420 2.51850 4.83901  -0.093
C -0.70931 1.25990 4.29933  -0.029
C -1.12964 0.80134 3.02224  -0.256
N -1.18879 -0.49468 2.77426  -0.176
C -0.06150 -1.36638 3.20414  -0.260
C 0.73531 -1.28514 1.98128  -0.456
C 2.40117 0.13147 1.46390  -0.250
N 2.05552 -1.11772 -0.35879  -0.359
C 2.43979 -1.05171 -1.58598  -0.205
C 3.83731 -0.87924 -1.67109  -0.001
C 4.61729 -0.64725 -2.79480  -0.072
C 4.21393 -0.64483 -4.11420  -0.100
C 2.91874 -0.79434 -4.60745  -0.074
C 1.69331 -0.83459 -3.97591  -0.017
C 1.36777 -0.75888 -2.59583  -0.190
N 0.10854 -0.51276 -2.15809  -0.095
C -0.96465 -0.33877 -3.13449  -0.236
C -2.11519 0.47295 -2.52388  -0.192
H -2.68039 2.42301 -3.30530  0.105
H -0.94528 2.19443 -3.11951  0.109
H -1.90355 3.82989 -1.53090  0.110
H -2.88261 2.55016 -0.79316  0.113
H 0.05409 2.01517 -1.00286  0.075
H -0.37973 3.25710 0.13803  0.110
H -2.11674 3.57339 1.17442  0.091
H -1.82727 4.98648 2.93445  0.106
H -0.69245 4.62178 4.95355  0.094
H -0.07906 2.52240 5.83334  0.104
H -0.46455 0.44704 4.97227  0.099
H 0.54203 -0.98704 4.03603  0.113
H -0.35566 -2.38872 3.45686  0.099
H 1.71645 0.82212 2.04709  0.067
H 1.38145 -2.35526 0.71714  -0.058
H 1.91691 0.83194 0.04062  0.213
H 3.25729 0.65315 1.90667  0.079
H 4.33625 -0.87336 -0.71095  0.111
H 5.67363 -0.48793 -2.61147  0.110
H 4.99822 -0.51775 -4.85006  0.099
H 2.84991 -0.83560 -5.68954  0.106
H 0.84739 -0.88125 -4.64442  0.091
H -0.59361 0.18542 -4.01828  0.102
H -1.32385 -1.32893 -3.43954  0.121
H -3.04790 0.16859 -3.00165  0.111
H -2.16404 0.20150 -1.46713  0.044
C -3.74297 -0.84587 0.85291  -0.366
Te -2.02361 -2.08562 0.88906  1.500
C -2.78965 -3.32040 -0.70799  -0.391
H -4.13196 -0.80426 -0.16208  0.008
H -3.43240 0.14342 1.17556  -0.013
H -4.49257 -1.24536 1.53096  0.011
H -3.82494 -3.57661 -0.48725  0.004
H -2.19649 -4.23239 -0.74875  -0.005
H -2.72818 -2.81463 -1.67060  -0.006
Cl 3.71045 -3.59612 0.82537  0.619
C 3.02862 -2.17350 1.62415  -1.372
Cl 1.90573 -1.31666 1.03574  0.498
Cl 3.88130 -2.04287 3.10557  0.597
C 0.82248 -3.85673 0.38673  -0.619
O 0.65016 -4.26840 1.46579  0.167
O 0.68037 -3.67457 -0.76218  0.151

No. 2
C26H32F6N4O3ReSSb2 | ωB97M-V/def2-TZVPD

Results
spin multiplicity = 4
lowest unoccupied orbital energy (spin up / spin down) = -7.4 / -7.4 eV
total charge = +2
energy relative to the best compared isomer or geometry (same formula, charge and spin) = 0.0000 eV

Last column: Löwdin charge in e.
CARTESIAN COORDINATES (ANGSTROEM)
Re 13.16772 10.71891 7.50926  1.236
N 20.56442 14.96933 7.35911  0.144
C 19.59214 14.04081 7.55424  -0.304
C 19.03159 13.47355 6.36852  0.035
C 18.03558 12.47259 6.57385  -0.032
C 17.69490 12.05341 7.86230  -0.330
C 18.25736 12.63892 8.98388  -0.068
C 19.17889 13.61715 8.78168  -0.034
S 16.53551 10.72998 8.08471  0.676
O 16.54062 10.42447 9.47288  -0.296
O 16.54679 9.64389 7.11204  -0.284
N 15.01322 11.49678 7.78401  -0.221
C 14.62900 12.78204 8.17193  -0.479
N 13.29072 12.72956 7.83089  -0.138
C 12.55485 13.88402 7.87747  -0.049
C 13.20645 15.01503 8.29245  -0.030
C 14.49620 14.90618 8.71923  -0.058
N 15.23888 13.80377 8.63615  0.206
H 20.84705 15.35812 6.48482  0.109
H 21.09319 15.40353 8.06669  0.096
H 19.31417 13.77969 5.39544  0.104
H 17.49797 11.98536 5.80717  0.098
H 18.02699 12.27624 9.97472  0.120
H 19.67352 14.08610 9.65491  0.139
H 11.51731 13.88041 7.60220  0.100
H 12.70231 15.99686 8.29629  0.140
H 14.85476 15.81926 9.18288  0.138
C 9.80083 9.64398 4.93033  -0.281
Sb 10.35351 10.88233 6.53573  1.378
C 9.84023 12.68992 5.52925  -0.304
C 8.83214 10.39766 7.95332  -0.273
C 8.82293 11.28370 9.17359  -0.264
C 8.13789 12.44617 9.14871  -0.083
C 8.25190 13.41872 10.06810  -0.072
C 9.09023 13.26265 11.15439  -0.051
C 9.76010 12.07847 11.22786  -0.089
C 9.67521 11.09339 10.29771  -0.261
C 10.63033 9.92849 10.29209  -0.289
Sb 12.67664 10.37334 10.16174  1.518
C 13.84522 8.70847 10.72203  -0.209
C 13.18596 12.13546 11.23289  -0.250
H 8.76092 9.45115 5.12208  0.015
H 10.28645 8.64672 5.00824  0.011
H 9.99156 10.16099 3.95643  0.054
H 8.84297 12.52540 5.05854  0.038
H 10.54253 13.05457 4.70528  0.059
H 9.79444 13.61580 6.06407  -0.016
H 8.85704 9.39279 8.21592  0.045
H 7.97333 10.48982 7.32276  0.066
H 7.41789 12.60649 8.30679  0.146
H 7.52610 14.24150 10.09498  0.131
H 9.17182 14.11717 11.83278  0.129
H 10.29670 11.99650 12.16766  0.126
H 10.44720 9.15375 9.55376  0.042
H 10.47314 9.35345 11.19855  0.091
H 14.89098 8.98481 10.53815  0.020
H 13.52845 7.86066 10.16353  -0.015
H 13.68793 8.52995 11.78478  0.038
H 13.02805 12.05852 12.31813  0.039
H 12.60250 12.94809 10.84029  -0.011
H 14.21548 12.59075 11.08822  0.052
C 13.12056 7.93410 5.27694  0.034
C 13.31201 7.60551 6.74562  -0.386
O 13.57875 8.82881 7.36059  -0.360
C 12.06584 6.97700 7.46651  -0.521
F 11.03802 7.91740 7.42854  0.047
F 11.70052 5.86183 6.90737  0.235
F 12.25611 6.77455 8.77944  0.153
C 14.58713 6.71564 6.92776  -0.668
F 14.41567 5.54547 6.36060  0.214
F 14.84302 6.53394 8.18781  0.215
F 15.60420 7.31680 6.38966  0.198
H 12.28001 8.59825 5.19048  0.035
H 12.95708 6.96136 4.76910  0.127
H 14.13835 8.34301 5.01910  0.132

No. 3
C26H32N2O4 | ωB97M-V/def2-TZVPD

Results
SMILES = COc1ccc([C@H]2C(=O)N(C3CCCCC3)CC(=O)N2CCc2ccccc2)cc1OC
spin multiplicity = 1
lowest unoccupied orbital energy = 0.7 eV
energy relative to the best compared isomer or geometry (same formula, charge and spin) = 0.3878 eV

Last column: Löwdin charge in e.
CARTESIAN COORDINATES (ANGSTROEM)
C 5.37678 2.56267 0.90258  -0.084
O 4.42409 2.83125 -0.09505  -0.063
C 3.21041 2.22230 -0.01020  -0.198
C 2.82580 1.33771 0.98017  -0.001
C 1.55962 0.76345 0.97252  -0.045
C 0.65883 1.08067 -0.02325  -0.166
C -0.73399 0.48211 -0.10976  -0.132
C -0.82131 -0.26664 -1.44817  -0.400
O -1.26193 0.26616 -2.44836  0.072
N -0.34986 -1.52165 -1.39662  0.009
C -0.34054 -2.34003 -2.60090  -0.281
C 1.07426 -2.78427 -2.97271  -0.142
C 1.04126 -3.54426 -4.29618  -0.197
C 0.11027 -4.74912 -4.19673  -0.208
C -1.29684 -4.30687 -3.80571  -0.197
C -1.27085 -3.54821 -2.48151  -0.138
C 0.20391 -2.03772 -0.16723  -0.025
C -0.63360 -1.64231 1.04641  -0.433
O -0.85349 -2.41046 1.96102  0.073
N -1.09506 -0.37984 0.98890  -0.016
C -1.95816 0.13449 2.02972  -0.114
C -1.23806 1.11143 2.97018  -0.124
C -2.21115 1.65588 3.97600  -0.241
C -2.84958 2.86996 3.76150  -0.045
C -3.77135 3.35227 4.67413  -0.087
C -4.06863 2.62216 5.81175  -0.097
C -3.43988 1.40822 6.03207  -0.084
C -2.51851 0.92837 5.11893  -0.042
C 1.03398 1.97556 -1.02583  0.046
C 2.29282 2.54440 -1.03885  -0.186
O 2.74567 3.41368 -1.97909  -0.059
C 1.88205 3.76400 -3.03348  -0.075
H 5.65097 1.50245 0.92482  0.096
H 6.25196 3.15405 0.63864  0.095
H 5.02103 2.86592 1.89300  0.097
H 3.50536 1.07676 1.77532  0.106
H 1.29269 0.07887 1.76261  0.112
H -1.46481 1.29732 -0.15949  0.168
H -0.72361 -1.68074 -3.38823  0.150
H 1.72182 -1.90869 -3.05540  0.124
H 1.47960 -3.43454 -2.19465  0.116
H 2.04933 -3.87176 -4.55755  0.109
H 0.68919 -2.87814 -5.08654  0.117
H 0.08114 -5.27430 -5.15307  0.108
H 0.49442 -5.44361 -3.44593  0.114
H -1.95036 -5.17674 -3.71802  0.110
H -1.70318 -3.65886 -4.58504  0.117
H -2.27493 -3.20900 -2.22003  0.124
H -0.92434 -4.21788 -1.69154  0.115
H 0.23262 -3.12652 -0.20449  0.130
H 1.22871 -1.66856 -0.01984  0.136
H -2.31536 -0.72635 2.59982  0.129
H -2.81492 0.63374 1.56531  0.137
H -0.43337 0.57903 3.47978  0.122
H -0.80176 1.92408 2.38596  0.114
H -2.61850 3.44524 2.87583  0.112
H -4.25802 4.30035 4.49708  0.101
H -4.78698 2.99835 6.52503  0.099
H -3.66799 0.83446 6.91837  0.102
H -2.02874 -0.01890 5.29290  0.116
H 0.31925 2.20099 -1.80080  0.112
H 2.45414 4.43944 -3.66736  0.095
H 1.57886 2.88797 -3.61555  0.099
H 0.98880 4.28021 -2.66720  0.099